P.
30
Properties=species:S:1:pos:R:3 method="wB97M-V/def2-TZVPD" homo_energy_ev=-8.44 smiles=CCc1ccc(O)cc1.CCC e_lumo_ev=0.828 charge=0 spin_multiplicity=1
C -0.1518 0.2539 2.5208
C -0.1921 -1.1941 2.0859
C -0.9865 -1.4972 0.8303
C -2.3728 -1.5837 0.8213
C -3.0814 -1.8168 -0.3510
C -2.4175 -2.0110 -1.5469
O -3.1036 -2.2586 -2.6895
C -1.0312 -1.8638 -1.5134
C -0.3000 -1.5078 -0.3956
H -1.1215 0.6239 2.8545
H 0.1048 0.8841 1.6668
H 0.5714 0.5374 3.2796
H 0.7578 -1.7265 2.0188
H -0.7061 -1.7673 2.8743
H -2.8196 -1.5264 1.8074
H -4.1622 -1.8144 -0.2624
H -2.5391 -2.6632 -3.3591
H -0.5569 -1.9294 -2.4923
H 0.7240 -1.1927 -0.5379
C 1.3894 3.1195 -0.8142
C 1.8448 1.8480 -0.0760
C 3.0411 1.3360 -0.9541
H 1.8474 4.1089 -0.7443
H 1.4432 3.0806 -1.8952
H 0.3257 3.2922 -0.6535
H 1.0598 1.1167 -0.1266
H 2.1879 2.2340 0.8779
H 2.9559 1.6547 -1.9638
H 3.4211 0.3444 -0.7367
H 3.8679 1.9186 -0.5253

***

Q.
30
Properties=species:S:1:pos:R:3 method="wB97M-V/def2-TZVPD" homo_energy_ev=-8.20 smiles=Cc1ccc(O)cc1.CC(C)C e_lumo_ev=0.793 charge=0 spin_multiplicity=1
C -3.4882 -0.0705 1.1041
C -2.0903 0.6262 1.2509
C -1.9706 1.9334 0.7567
C -0.9462 2.7283 1.1545
C 0.1448 2.0081 1.7619
O 1.2958 2.5297 2.1551
C 0.0945 0.7108 2.2506
C -1.1537 0.0427 2.1604
H -4.4578 0.6421 1.0567
H -3.7952 -0.4225 2.1215
H -3.4257 -0.8099 0.3717
H -2.7742 2.3910 0.2362
H -0.7643 3.7716 0.8866
H 1.4726 3.2472 1.5957
H 0.9985 0.5700 2.9038
H -1.3186 -0.8739 2.7195
C 2.6907 -0.6239 -1.4115
C 1.2690 -0.9745 -1.8603
C 1.5237 -1.8739 -3.0317
C 0.6459 -1.7392 -0.7676
H 2.7934 0.1107 -0.5732
H 3.2018 -0.1228 -2.2096
H 3.1551 -1.5925 -1.2659
H 0.7785 -0.0984 -2.1987
H 2.0604 -2.7322 -2.7010
H 0.6004 -2.1969 -3.5692
H 2.0487 -1.4362 -3.8694
H 1.0999 -2.6007 -0.3396
H 0.6304 -1.0348 0.0337
H -0.3195 -2.1088 -0.7218

***

Least stable: Q